A molecular structure, C31H85AsF6N5O10 at a distorted geometry, computed with ωB97M-V/def2-TZVPD.

The geometry in ORCA input format:
```
! wB97M-V def2-TZVPD RIJCOSX def2/J DEFGRID3
* xyz -1 1
As -0.043 0.353 -0.355
F 0.232 2.116 -0.552
F -1.776 0.549 -0.346
F -0.338 -1.343 -0.059
F 1.803 0.219 -0.407
F -0.031 0.632 1.385
F -0.134 0.035 -2.140
C 0.516 4.094 2.204
C 1.538 5.247 1.967
C 2.589 5.477 3.065
O 3.582 6.338 2.602
C 3.110 7.752 2.477
N 2.133 4.934 0.684
H -0.152 3.876 1.370
H 0.160 4.241 3.224
H 1.106 3.178 2.207
H 1.102 6.237 1.833
H 2.963 4.465 3.223
H 2.181 5.779 4.030
H 3.943 8.353 2.840
H 2.179 7.986 2.994
H 3.220 8.151 1.468
H 2.240 3.933 0.601
H 3.083 5.263 0.781
C 1.816 -4.046 4.268
C 0.663 -3.533 3.353
C 0.408 -1.976 3.309
O -0.077 -1.592 4.619
C -0.170 -0.176 4.762
N 1.212 -3.861 2.018
H 1.579 -3.954 5.328
H 2.825 -3.731 4.002
H 1.827 -5.135 4.213
H -0.235 -4.129 3.514
H -0.398 -1.825 2.590
H 1.312 -1.411 3.084
H 0.858 0.173 4.849
H -0.627 0.107 5.711
H -0.505 0.256 3.819
H 0.470 -3.794 1.337
H 1.284 -4.868 2.044
C 5.677 -3.581 -0.698
C 4.335 -2.945 -0.242
C 3.202 -3.025 -1.309
O 3.560 -2.256 -2.434
C 2.745 -2.327 -3.565
N 3.934 -3.691 0.945
H 6.174 -2.813 -1.291
H 5.596 -4.579 -1.130
H 6.373 -3.669 0.136
H 4.463 -1.873 -0.092
H 2.262 -2.645 -0.910
H 3.054 -4.042 -1.671
H 1.782 -1.829 -3.449
H 2.551 -3.351 -3.883
H 3.285 -1.810 -4.359
H 2.971 -3.529 1.204
H 4.361 -3.212 1.726
C -5.326 0.012 -0.486
C -5.024 0.423 -1.945
C -5.958 1.549 -2.478
O -7.364 1.287 -2.205
C -8.299 2.215 -2.707
N -3.653 0.814 -2.111
H -5.206 -1.066 -0.384
H -6.358 0.102 -0.147
H -4.681 0.486 0.254
H -5.098 -0.472 -2.563
H -5.611 1.732 -3.495
H -5.784 2.458 -1.902
H -7.941 2.740 -3.593
H -8.620 2.993 -2.014
H -9.226 1.673 -2.895
H -2.996 0.163 -1.706
H -3.519 1.581 -1.468
C -1.173 -1.707 -4.787
C -2.601 -1.291 -5.281
C -3.849 -2.147 -4.853
O -5.043 -1.434 -5.226
C -6.262 -2.097 -5.271
N -2.952 0.028 -4.866
H -0.545 -0.835 -4.967
H -0.701 -2.566 -5.265
H -1.237 -2.105 -3.774
H -2.604 -1.220 -6.368
H -3.890 -2.431 -3.801
H -3.757 -3.085 -5.401
H -6.331 -2.679 -4.352
H -6.451 -2.813 -6.070
H -7.082 -1.387 -5.162
H -3.808 0.043 -5.402
H -3.260 0.020 -3.903
C -2.901 -3.076 0.878
C -2.200 -4.040 -0.131
C -2.569 -3.678 -1.559
O -0.792 -3.940 0.112
H -3.990 -3.094 0.852
H -2.633 -2.070 0.555
H -2.577 -3.318 1.891
H -2.467 -5.063 0.134
H -2.444 -4.504 -2.259
H -2.025 -2.805 -1.920
H -3.586 -3.296 -1.656
H -0.568 -3.087 -0.265
C 4.695 0.878 -3.420
C 5.633 0.958 -2.202
C 4.938 1.305 -0.860
O 6.199 -0.284 -1.992
H 5.151 0.540 -4.351
H 4.232 1.863 -3.488
H 3.866 0.252 -3.092
H 6.426 1.701 -2.292
H 4.251 0.490 -0.635
H 4.371 2.234 -0.805
H 5.569 1.249 0.026
H 5.564 -0.815 -1.505
C 4.125 -0.648 4.096
C 4.379 0.500 3.036
C 3.114 1.253 2.710
O 5.300 1.324 3.668
H 3.556 -1.460 3.644
H 3.586 -0.388 5.007
H 5.130 -0.986 4.350
H 4.936 0.085 2.195
H 2.486 0.668 2.038
H 3.272 2.138 2.094
H 2.577 1.465 3.635
H 5.464 2.154 3.213
C -2.845 3.432 3.349
C -2.937 2.571 2.165
O -3.558 3.276 1.073
O -4.029 3.542 3.988
H -2.342 4.375 3.135
H -2.114 2.982 4.020
H -3.410 1.619 2.410
H -1.949 2.297 1.795
H -4.505 3.241 1.226
H -3.944 3.983 4.836
*
```

Output
E_LUMO: 0.08117 Eh
HOMO-LUMO gap: 8.8 eV
Maximum force: 0.064 Eh/bohr

A molecular structure, C31H92F3LiO23 at a distorted geometry, computed with ωB97M-V/def2-TZVPD.

The geometry in ORCA input format:
```
! wB97M-V def2-TZVPD RIJCOSX def2/J DEFGRID3
* xyz -1 2
Li 1.337 4.754 -0.703
C 1.279 1.583 -1.554
O 0.717 1.247 -0.231
O 1.513 2.944 -1.513
C 2.468 0.657 -2.099
F 2.325 -0.651 -1.977
F 2.726 0.831 -3.374
F 3.567 0.871 -1.355
C -0.004 0.012 -0.109
C -0.569 -0.085 1.309
H -1.343 -0.849 1.387
H 0.218 -0.323 2.025
H -1.018 0.831 1.694
H 0.627 -0.875 -0.175
H -0.862 -0.126 -0.767
H 0.464 1.389 -2.251
C -4.065 6.334 3.919
O -4.308 5.154 3.140
C -3.120 4.571 2.552
C -3.601 3.261 1.894
O -4.097 2.428 2.886
C -4.816 1.278 2.502
H -3.207 6.922 3.592
H -4.004 6.100 4.982
H -5.009 6.873 3.849
H -2.388 4.416 3.345
H -2.691 5.230 1.798
H -2.742 2.811 1.397
H -4.375 3.590 1.200
H -5.168 0.696 3.354
H -4.204 0.592 1.915
H -5.677 1.573 1.902
C 2.813 -2.715 -4.573
O 2.073 -3.830 -5.027
C 1.306 -3.647 -6.193
C 0.840 -5.025 -6.689
O 2.022 -5.789 -6.951
C 1.696 -7.119 -7.401
H 3.382 -2.939 -3.671
H 2.121 -1.954 -4.216
H 3.616 -2.469 -5.268
H 2.035 -3.287 -6.919
H 0.453 -2.981 -6.060
H 0.289 -5.074 -7.629
H 0.244 -5.455 -5.885
H 1.305 -7.660 -6.539
H 2.644 -7.578 -7.685
H 1.119 -7.175 -8.324
C 1.813 0.985 -6.976
O 0.556 1.148 -6.366
C 0.219 -0.049 -5.842
C -0.965 0.043 -4.853
O -1.374 -1.312 -4.671
C -2.316 -1.509 -3.668
H 2.561 0.771 -6.212
H 2.250 1.887 -7.403
H 1.877 0.214 -7.744
H 1.036 -0.395 -5.209
H 0.083 -0.854 -6.565
H -1.734 0.692 -5.273
H -0.636 0.514 -3.926
H -1.906 -1.286 -2.683
H -2.803 -2.484 -3.669
H -3.109 -0.769 -3.775
C 1.054 3.447 8.056
O 0.176 2.349 8.441
C 0.924 1.115 8.453
C 1.308 0.389 7.186
O 0.135 -0.129 6.502
C 0.436 -0.975 5.453
H 0.847 4.286 8.721
H 1.087 3.674 6.991
H 2.078 3.103 8.197
H 0.227 0.418 8.917
H 1.747 1.088 9.167
H 2.027 -0.382 7.463
H 1.915 1.064 6.582
H -0.414 -1.122 4.786
H 0.804 -1.932 5.823
H 1.169 -0.554 4.765
C -3.892 -2.432 0.410
O -4.917 -1.584 0.971
C -6.169 -1.723 0.346
C -6.950 -2.965 0.843
O -7.339 -2.947 2.225
C -7.982 -4.183 2.678
H -4.079 -3.504 0.464
H -3.073 -2.258 1.108
H -3.746 -2.145 -0.632
H -6.049 -1.753 -0.737
H -6.676 -0.816 0.675
H -6.413 -3.883 0.606
H -7.850 -3.199 0.275
H -8.665 -4.590 1.931
H -8.516 -4.069 3.621
H -7.209 -4.943 2.788
O 2.975 4.732 -3.467
H 2.478 3.999 -3.104
H 2.411 5.087 -4.154
O 0.147 3.541 1.057
H 0.249 2.841 0.412
H 1.020 3.926 1.134
O -0.070 2.837 3.784
H 0.598 3.520 3.840
H -0.453 2.945 2.914
O 4.528 3.761 -0.820
H 4.227 3.916 0.075
H 3.998 3.025 -1.128
C 5.712 2.702 -3.762
O 6.454 3.856 -3.444
H 6.068 1.837 -3.202
H 4.690 2.926 -3.455
H 5.631 2.445 -4.818
H 7.389 3.656 -3.368
C 0.438 -4.156 3.117
O 1.222 -4.821 2.219
H 0.469 -3.072 3.005
H -0.615 -4.421 3.031
H 0.825 -4.444 4.094
H 2.117 -4.478 2.276
C 5.755 -1.502 -2.378
O 6.634 -2.148 -1.515
H 4.811 -1.600 -1.841
H 5.824 -0.430 -2.560
H 5.562 -2.091 -3.275
H 6.873 -2.991 -1.908
C 2.947 1.480 2.428
O 3.602 2.650 1.896
H 2.018 1.609 2.984
H 2.658 0.839 1.595
H 3.651 0.904 3.029
H 2.944 3.234 1.510
C 5.896 0.483 0.661
O 7.045 0.238 -0.179
H 5.667 1.536 0.495
H 5.101 -0.196 0.353
H 6.108 0.304 1.715
H 6.814 -0.510 -0.735
C -3.367 -1.851 4.019
O -3.146 -1.476 5.374
H -2.451 -1.809 3.430
H -3.857 -2.814 3.874
H -4.099 -1.122 3.671
H -2.453 -1.996 5.788
C -3.873 0.882 -1.316
O -3.958 2.292 -1.314
H -4.706 0.499 -1.906
H -3.010 0.584 -1.912
H -3.868 0.504 -0.294
H -3.104 2.554 -1.666
*
```

Output
⟨S²⟩: 0.7504
E_LUMO (spin up / spin down): 0.06611 / 0.06610 Eh
HOMO-LUMO gap (spin up / spin down): 2.9 / 8.7 eV
Maximum force: 0.061 Eh/bohr

17 unconnected molecules or ions with the total composition C32H106N8O17 at a distorted geometry, computed with ωB97M-V/def2-TZVPD.

The geometry in ORCA input format:
```
! wB97M-V def2-TZVPD RIJCOSX def2/J DEFGRID3
* xyz 0 1
O 1.918 -2.017 -3.807
H 1.409 -2.668 -3.323
H 2.803 -2.092 -3.450
O 0.259 -3.433 -1.591
H 1.036 -3.081 -1.158
H -0.206 -3.908 -0.903
O 3.953 0.555 0.619
H 3.208 0.354 0.053
H 3.940 1.509 0.702
O 2.573 -2.490 -0.790
H 2.284 -1.578 -0.762
H 3.289 -2.496 -1.425
O 0.453 4.992 -1.170
H 0.737 4.753 -0.288
H -0.072 5.782 -1.048
O 3.329 -1.761 2.175
H 3.594 -0.898 1.858
H 2.977 -2.204 1.403
O -2.254 1.411 2.485
H -2.561 2.056 1.848
H -3.051 0.973 2.786
O -0.008 0.848 4.036
H -0.819 1.240 3.711
H 0.005 -0.029 3.652
O -2.528 3.198 0.076
H -2.158 2.426 -0.352
H -1.863 3.877 -0.038
C -3.880 -1.926 2.494
C -4.194 -1.000 3.652
C -3.010 -0.873 4.575
O -3.043 -2.091 5.342
C -3.723 -2.212 6.586
N -4.626 0.350 3.194
H -3.014 -1.457 2.026
H -4.748 -2.153 1.875
H -3.565 -2.902 2.862
H -5.042 -1.454 4.165
H -3.104 0.026 5.185
H -2.081 -0.797 4.011
H -4.796 -2.296 6.409
H -3.498 -1.396 7.272
H -3.322 -3.133 7.009
H -5.496 0.255 2.690
H -4.768 0.967 3.982
C -5.992 0.216 -1.967
C -5.534 0.773 -3.339
C -4.626 2.047 -3.338
O -5.443 3.223 -3.105
C -4.791 4.374 -3.591
N -4.707 -0.236 -4.019
H -5.114 -0.184 -1.459
H -6.557 -0.698 -2.154
H -6.437 1.032 -1.397
H -6.359 1.055 -3.994
H -4.190 2.138 -4.333
H -3.830 2.014 -2.594
H -3.729 4.474 -3.366
H -5.187 5.291 -3.154
H -4.905 4.434 -4.674
H -5.198 -1.073 -4.298
H -4.185 0.090 -4.819
C 4.693 -0.265 -3.745
C 5.049 -1.767 -3.769
C 6.550 -2.112 -4.161
O 6.869 -1.400 -5.385
C 8.161 -1.649 -5.825
N 4.665 -2.347 -2.485
H 3.663 -0.029 -3.478
H 4.934 0.182 -4.710
H 5.302 0.217 -2.980
H 4.409 -2.239 -4.514
H 6.828 -3.166 -4.159
H 7.072 -1.750 -3.276
H 8.944 -1.333 -5.135
H 8.310 -1.029 -6.709
H 8.182 -2.711 -6.071
H 5.003 -3.297 -2.549
H 5.268 -1.943 -1.782
C 0.001 -2.348 2.455
C 0.649 -3.009 3.751
C 1.209 -4.467 3.602
O 0.225 -5.302 2.948
C 0.529 -6.687 2.915
N 1.456 -2.049 4.347
H 0.735 -2.168 1.670
H -0.486 -1.397 2.667
H -0.742 -3.014 2.015
H -0.153 -3.100 4.483
H 1.558 -4.847 4.562
H 2.032 -4.513 2.888
H -0.150 -7.246 2.270
H 0.277 -7.165 3.862
H 1.543 -6.997 2.660
H 2.213 -2.153 3.686
H 1.812 -2.491 5.183
C 0.876 1.017 0.532
C 0.781 0.260 -0.786
C -0.351 0.848 -1.646
O -1.593 1.029 -0.987
C -2.317 -0.143 -0.727
N 2.115 0.262 -1.361
H 1.113 2.074 0.412
H 1.614 0.671 1.255
H -0.114 1.033 0.989
H 0.575 -0.802 -0.652
H -0.432 0.352 -2.613
H -0.031 1.859 -1.897
H -1.620 -0.891 -0.350
H -2.856 -0.516 -1.598
H -3.052 0.085 0.045
H 1.994 0.001 -2.329
H 2.260 1.244 -1.543
C 4.220 4.371 -2.711
C 3.829 3.426 -1.618
C 3.690 4.182 -0.252
O 3.245 3.376 0.800
C 3.182 3.985 2.013
N 2.537 2.915 -1.979
H 3.437 5.062 -3.024
H 4.622 3.980 -3.645
H 5.010 5.017 -2.328
H 4.571 2.627 -1.601
H 2.979 5.006 -0.321
H 4.670 4.586 0.003
H 2.530 4.859 2.008
H 4.132 4.299 2.446
H 2.870 3.232 2.737
H 2.601 2.967 -2.985
H 1.883 3.649 -1.742
C -2.618 -4.207 -0.352
C -1.990 -5.481 0.230
C -2.078 -6.673 -0.751
O -1.507 -7.772 -0.064
C -1.725 -9.057 -0.625
N -0.550 -5.241 0.386
H -2.431 -3.463 0.423
H -3.673 -4.247 -0.625
H -2.283 -3.820 -1.314
H -2.500 -5.732 1.160
H -1.520 -6.531 -1.676
H -3.155 -6.787 -0.875
H -1.240 -9.140 -1.597
H -2.793 -9.232 -0.756
H -1.251 -9.830 -0.020
H -0.237 -6.149 0.074
H -0.356 -5.219 1.377
C -1.214 8.956 1.057
C -0.601 7.600 0.669
C -0.755 6.512 1.794
O -0.020 5.364 1.486
C 0.075 4.418 2.527
N -1.268 7.133 -0.531
H -0.857 9.467 1.951
H -2.266 8.779 1.279
H -1.175 9.613 0.188
H 0.437 7.832 0.432
H -1.808 6.228 1.795
H -0.460 6.907 2.766
H 0.361 3.516 1.985
H -0.832 4.084 3.029
H 0.781 4.820 3.254
H -2.231 6.923 -0.310
H -1.393 7.905 -1.170
*
```

Output
E_LUMO: 0.02294 Eh
HOMO-LUMO gap: 9.4 eV
ΔE to the lowest compared entry with this formula, charge and spin: 2.467 eV
Maximum force: 0.087 Eh/bohr